ORCA calculation (ωB97M-V with the def2-TZVPD basis set) on C7H7IN2S as an isolated structure in a non-equilibrium geometry.

Properties
Electronic energy ... -29284.3811 eV
LUMO energy (spin up / spin down) ... -0.97 / -0.97 eV
Gap between HOMO and LUMO (spin up / spin down) ... 6.682 / 6.680 eV

The geometry in ORCA input format:
```
! RIJCOSX wB97M-V def2-TZVPD def2/J DEFGRID3
* xyz 0 1
C -1.42 -0.67 1.65
C -1.74 -0.90 0.30
C -0.14 -0.47 1.98
C -0.80 -1.00 -0.67
C 0.97 -0.43 1.04
C 0.64 -0.88 -0.32
C 0.88 2.56 -0.34
N 0.43 2.22 -1.51
N 1.65 -1.09 -1.11
S 1.40 1.76 0.94
I 1.32 -1.29 -3.08
H -2.13 -0.65 2.49
H -2.83 -0.97 -0.09
H 0.21 -0.32 3.01
H -1.04 -1.57 -1.65
H 1.89 -0.57 1.44
H 0.14 1.30 -1.95
H 0.58 2.96 -2.13
*
```